No. 1
Entry from the Open Molecules 2025 dataset: a structure of composition C32H52ClF21N8O19SSi2 (the ωB97M-V functional and the def2-TZVPD basis).

The geometry in XYZ format:
```
136
C32H52ClF21N8O19SSi2 the ωB97M-V functional and the def2-TZVPD basis
C -2.24580 -0.59368 4.21693
C -0.78963 -0.76835 3.60785
O -0.50714 0.41781 2.84818
C 0.61409 0.20844 1.96376
C 0.24736 0.57761 0.45696
Si 0.24935 -0.97704 -0.66788
C -1.53767 -1.67533 -0.45634
C -2.62558 -0.93318 -1.31419
C -3.59585 0.00601 -0.51783
F -4.84746 -0.62932 -0.43321
F -3.21651 0.19071 0.80833
C -3.74181 1.45778 -1.11541
F -4.43220 2.21312 -0.19760
F -2.45186 1.97835 -1.12222
C -4.31188 1.52553 -2.59128
F -3.20287 1.79013 -3.39475
F -4.75860 0.31021 -3.06662
C -5.30765 2.71110 -2.89660
F -5.23781 2.90886 -4.26424
F -4.88420 3.89877 -2.37184
S -7.11153 2.41683 -2.51290
F -7.49402 3.65993 -3.52120
F -7.31025 1.37627 -3.73926
F -6.81055 1.25879 -1.42151
F -7.04129 3.52135 -1.30174
F -8.69378 2.25258 -2.18133
O 1.23930 -2.23153 -0.11550
Si 2.91009 -1.95893 -0.04579
C 3.50745 -0.19608 0.28183
C 5.02989 -0.04441 -0.19329
O 5.75675 0.75917 0.73648
C 5.13651 0.68572 -1.59318
F 4.47503 1.87971 -1.64237
F 4.83112 -0.14018 -2.64587
F 6.48051 1.00021 -1.77355
C 3.62728 -3.24877 1.19398
Cl 2.81031 -3.09270 2.81208
C 5.19735 -3.26617 1.25530
C 5.89667 -3.79874 -0.04878
C 0.48944 -0.42826 -2.48975
F -0.08914 0.86336 -2.59110
F 1.84571 -0.19872 -2.85228
C -0.06430 -1.38466 -3.57565
C -0.33613 -2.79188 -3.41310
C -0.84802 -3.64910 -4.48942
C -1.08034 -3.09694 -5.80821
C -0.77328 -1.67832 -5.99141
C -0.97466 -1.09203 -7.42312
F 0.27521 -0.77029 -7.93035
F -1.43251 -2.08408 -8.27054
F -1.79930 -0.01411 -7.43465
C -0.29808 -0.81858 -4.91750
H -2.58681 -1.61553 4.58961
H -2.20148 0.08119 5.09984
H -2.95982 -0.22442 3.44160
H -0.82959 -1.70125 2.98625
H -0.07046 -0.82387 4.46742
H 0.88682 -0.87786 2.06497
H 1.52661 0.78166 2.29291
H -0.80713 0.97457 0.50301
H 0.88825 1.40449 0.06111
H -1.75435 -1.76741 0.63510
H -1.48892 -2.73207 -0.84836
H -3.28634 -1.73338 -1.75562
H -2.24471 -0.35015 -2.18815
H 3.47789 -2.36102 -1.35603
H 3.54235 -0.05092 1.39888
H 2.95258 0.61978 -0.23958
H 5.55050 -1.02265 -0.32125
H 5.56923 1.69493 0.54126
H 3.31262 -4.24585 0.76501
H 5.59745 -2.25241 1.52424
H 5.50116 -3.95089 2.09104
H 5.98324 -4.91906 -0.05515
H 6.95462 -3.41758 -0.10774
H 5.40272 -3.49975 -1.00521
H -0.15137 -3.29892 -2.44218
H -1.05072 -4.72635 -4.28117
H -1.44268 -3.77179 -6.60794
H -0.09164 0.24996 -5.15924
C 8.02915 3.96072 0.91601
N 8.31494 2.65594 1.57030
O 8.52080 1.70254 0.84920
O 8.32046 2.64037 2.79024
H 8.05669 3.82312 -0.16150
H 7.04088 4.28091 1.24048
H 8.79541 4.66247 1.23642
C -5.27181 -4.30692 4.69077
N -3.94528 -3.88101 5.21105
O -2.98165 -4.55772 4.90908
O -3.92069 -2.88081 5.90370
H -5.14037 -5.20525 4.09390
H -5.91264 -4.50175 5.54779
H -5.66199 -3.49302 4.08360
C -4.20656 3.51588 4.44349
N -3.25193 2.51857 4.99671
O -2.14254 2.47551 4.50454
O -3.65730 1.81714 5.90622
H -3.71370 4.06531 3.64645
H -5.06688 2.96997 4.06238
H -4.49053 4.18258 5.25464
C 3.17692 3.08942 5.04517
N 2.71493 2.93338 3.64038
O 3.05095 1.92159 3.04798
O 2.03439 3.82708 3.18390
H 3.77039 2.22085 5.31585
H 3.77454 3.99685 5.09444
H 2.29239 3.16478 5.67389
C -7.32363 -1.92724 -3.99558
N -6.39299 -2.95885 -3.46535
O -5.28474 -3.02215 -3.95846
O -6.81148 -3.67032 -2.56807
H -6.81895 -1.37384 -4.78236
H -8.19791 -2.44395 -4.38531
H -7.58909 -1.27040 -3.16982
C -5.08432 -5.73729 -1.22172
N -4.16024 -5.65660 -0.06069
O -4.45789 -6.27242 0.94556
O -3.16760 -4.96944 -0.20789
H -5.92376 -6.37511 -0.95957
H -5.42103 -4.72616 -1.43928
H -4.52772 -6.15651 -2.05717
C 11.65472 4.36477 4.35205
N 10.76816 4.77168 3.23051
O 9.71584 5.30779 3.51307
O 11.16326 4.53555 2.10304
H 11.17746 4.63507 5.28934
H 11.79370 3.28807 4.28503
H 12.59819 4.89264 4.23189
C -0.76790 4.48273 -2.59936
N -0.05652 4.81809 -1.33674
O -0.14944 5.96040 -0.92750
O 0.56795 3.92189 -0.80484
H -1.27875 5.37133 -2.95953
H -0.02191 4.14839 -3.31706
H -1.48006 3.69294 -2.37422
```

**HOMO-LUMO gap**: 7.999 eV
**Net charge**: 0

=====

No. 2
Entry from the Open Molecules 2025 dataset: a cluster of 8 separate species, C32H52F15NO12 in total (the ωB97M-V functional and the def2-TZVPD basis).

The geometry in XYZ format:
```
112
C32H52F15NO12 the ωB97M-V functional and the def2-TZVPD basis
C -2.35070 0.23341 -0.28946
C -1.16964 -0.67706 -0.21071
N 0.00709 0.06078 0.21843
C 1.19455 -0.61787 -0.12694
C 2.45840 0.14034 0.20534
C -0.02755 0.23154 1.67597
C 0.10899 1.75833 1.93739
H -2.10537 1.29353 -0.35317
H -2.98650 0.04749 0.57615
H -2.96381 -0.13539 -1.11176
H -1.25015 -1.52803 0.46566
H -0.95867 -1.10747 -1.18966
H 1.12939 -1.68871 0.06580
H 1.17259 -0.55161 -1.21471
H 2.43463 1.19250 -0.07837
H 2.84337 0.07887 1.22324
H 3.27338 -0.28224 -0.38231
H 0.76353 -0.26636 2.23666
H -1.00415 -0.01650 2.09169
H -0.51392 2.37393 1.28845
H 1.09892 2.11882 1.65779
H -0.10087 1.95699 2.98838
C -6.40187 4.66588 0.76311
C -6.34371 4.90429 2.31955
O -5.09815 4.60595 2.97370
C -4.82947 3.35183 3.08978
O -5.65162 2.51027 2.90840
C -3.29047 3.07233 3.28297
F -3.16261 2.05036 4.22460
F -2.70775 2.70779 2.17470
F -2.67046 4.20444 3.65373
H -5.52002 4.87120 0.15626
H -7.20571 5.24777 0.31217
H -6.65149 3.61756 0.59933
H -7.16867 4.37328 2.79450
H -6.51614 5.90760 2.70908
C 2.56843 -1.15418 5.68889
C 1.47838 -0.20963 5.32937
O 0.47495 -0.27060 6.20516
C -0.63996 -0.95278 5.96354
O -0.99798 -1.41675 4.84708
C -1.69027 -0.79312 7.02429
F -1.33988 -1.23754 8.24773
F -1.86034 0.54364 7.21114
F -2.85556 -1.39140 6.70042
H 2.29970 -2.20785 5.61350
H 2.83145 -0.92184 6.72085
H 3.53991 -1.12143 5.19569
H 1.19751 -0.45918 4.30617
H 1.89757 0.78672 5.46957
C 0.66923 2.52956 -1.91289
C -0.09046 3.44711 -2.98139
O -1.51039 3.31144 -2.80263
C -2.20489 3.91875 -1.74060
O -1.77694 4.80115 -1.04735
C -3.64122 3.29400 -1.66443
F -3.74707 2.24927 -2.45828
F -3.78330 2.99048 -0.41358
F -4.56416 4.24638 -1.98651
H 0.41726 2.90431 -0.92083
H 1.73859 2.44057 -2.10438
H 0.19852 1.54721 -1.87370
H 0.23974 2.96585 -3.90195
H 0.24507 4.47706 -2.86015
C 7.79298 -0.98741 -1.43121
C 6.37904 -1.51981 -1.01072
O 5.77264 -1.89925 -2.23620
C 5.06491 -0.88597 -3.02088
O 5.17633 0.37457 -2.93019
C 4.27184 -1.50743 -4.16979
F 5.07880 -2.04400 -5.03201
F 3.37166 -2.39198 -3.74244
F 3.64227 -0.54834 -4.89356
H 8.47804 -1.76411 -1.77111
H 8.23613 -0.62472 -0.50376
H 7.84098 -0.13706 -2.11144
H 5.72004 -0.87679 -0.42732
H 6.36561 -2.44663 -0.43720
C -4.32309 -1.94843 -4.20043
C -3.93483 -0.46162 -3.89665
O -3.63416 0.29853 -5.09977
C -4.47027 0.63297 -6.09786
O -5.67824 0.39285 -6.14289
C -3.83514 1.28881 -7.34395
F -3.53939 0.30742 -8.20019
F -4.66570 2.16723 -7.85323
F -2.63020 1.84704 -7.06957
H -4.70020 -2.55667 -3.37827
H -3.46380 -2.48394 -4.60409
H -5.04138 -2.00096 -5.01860
H -3.05696 -0.46085 -3.25055
H -4.77269 -0.11068 -3.29420
C 5.42085 -3.25017 3.58064
C 5.77766 -2.09265 2.64619
O 4.87309 -1.76763 1.89709
C 7.25913 -1.71441 2.61630
H 6.21228 -3.93736 3.87981
H 4.52367 -3.75356 3.22041
H 5.20371 -2.92676 4.59866
H 7.44713 -0.70139 2.97203
H 7.47327 -1.64432 1.54984
H 7.80354 -2.32723 3.33474
C 0.15649 -3.92219 -1.88289
C -0.47970 -5.02014 -2.67083
O -0.60622 -4.95034 -3.94137
C -0.97610 -6.18934 -1.84916
H -0.50491 -3.05640 -1.85031
H 1.02581 -3.53256 -2.41259
H 0.31522 -4.32262 -0.88161
H -0.17425 -6.87460 -1.57429
H -1.55337 -6.74954 -2.58471
H -1.57176 -5.94260 -0.97029
```

**HOMO-LUMO gap (alpha / beta)**: 9.805 / 4.847 eV
**Multiplicity**: 2
**Net charge**: +1

=====

No. 3
Entry from the Open Molecules 2025 dataset: a cluster of 5 separate species, C32H52O11 in total (the ωB97M-V functional and the def2-TZVPD basis).

The geometry in XYZ format:
```
95
C32H52O11 the ωB97M-V functional and the def2-TZVPD basis
O -3.12847 3.97957 -2.49773
C -2.19926 3.31243 -1.97316
C -2.06525 1.71153 -2.13902
C -3.25025 0.72636 -2.02130
C -2.91309 -0.80064 -2.16521
C -1.49952 -1.36341 -2.42398
C -0.31523 -0.37042 -2.54668
C -0.62227 1.13432 -2.39849
C 0.56564 2.22643 -2.46557
O 1.47982 2.17433 -3.32566
C 0.43456 3.40208 -1.36742
C 1.64376 3.94455 -0.55412
C 3.08243 3.26056 -0.84871
C 2.99900 1.79433 -0.14814
O 2.54476 2.06500 1.22896
C 1.46418 5.07351 0.52743
C 0.02076 5.63977 0.73761
C -1.21353 5.10113 -0.07527
C -1.00948 3.98107 -1.11168
H -4.30140 1.10911 -1.82261
H -3.75832 -1.57589 -2.05069
H -1.24985 -2.47814 -2.50213
H 0.78069 -0.66520 -2.71307
H 3.29264 3.19733 -1.97061
H 3.94652 3.84660 -0.38329
H 2.19969 1.12560 -0.61858
H 3.99642 1.23851 -0.16593
H 2.10351 1.26578 1.58508
H 2.36834 5.43170 1.13459
H -0.09853 6.45376 1.53942
H -2.23857 5.53442 0.15234
C -2.23803 -5.73794 -2.33338
O -1.91720 -5.00658 -1.15642
C -3.00597 -4.95753 -0.23559
C -2.82822 -5.97105 0.89081
O -2.89546 -7.30921 0.40211
C -1.61023 -7.89068 0.23808
H -1.30669 -5.97090 -2.85300
H -2.75221 -6.67459 -2.10716
H -2.86347 -5.12469 -2.98967
H -3.96032 -5.10569 -0.75224
H -3.01163 -3.95159 0.19687
H -3.65077 -5.84956 1.60277
H -1.89019 -5.79981 1.42978
H -1.21362 -8.19008 1.21477
H -0.90768 -7.20952 -0.24676
H -1.71485 -8.78316 -0.38187
C 3.82865 8.67785 0.03722
O 4.30461 7.90609 1.13366
C 5.42026 7.09115 0.77760
C 6.73537 7.71692 1.23240
O 7.00287 8.93093 0.53400
C 6.67224 10.08004 1.30008
H 3.17892 9.46231 0.42944
H 4.64293 9.14842 -0.51822
H 3.24515 8.04103 -0.63495
H 5.43014 6.89379 -0.29933
H 5.29221 6.13358 1.29321
H 7.55091 7.02615 0.99602
H 6.73875 7.88169 2.31524
H 7.44850 10.25707 2.05309
H 5.70255 9.98277 1.79290
H 6.63765 10.94046 0.62907
C 6.83604 -1.17352 3.06384
O 6.01482 -1.77091 4.05872
C 4.98239 -0.89517 4.50800
C 3.64605 -1.22627 3.85078
O 3.67936 -0.97260 2.44717
C 3.87252 -2.15806 1.68895
H 7.40904 -1.96448 2.57660
H 6.24807 -0.65331 2.30424
H 7.53277 -0.47222 3.53329
H 5.25667 0.15063 4.33604
H 4.88692 -1.04384 5.58830
H 2.87706 -0.57312 4.27527
H 3.35418 -2.26252 4.05227
H 2.93341 -2.72075 1.63868
H 4.65536 -2.79337 2.10836
H 4.16035 -1.87299 0.67497
C -10.12836 -5.18175 -2.23326
O -9.65320 -5.95674 -1.14022
C -8.54173 -6.77613 -1.49807
C -7.22362 -6.15614 -1.04447
O -6.95161 -4.94084 -1.74379
C -7.27725 -3.79209 -0.97433
H -10.77379 -4.39575 -1.83711
H -9.31322 -4.71326 -2.78940
H -10.71609 -5.81424 -2.90570
H -8.53376 -6.97273 -2.57504
H -8.67326 -7.73310 -0.98319
H -6.41125 -6.85032 -1.28218
H -7.21796 -5.99215 0.03852
H -6.49843 -3.62005 -0.22221
H -8.24608 -3.88696 -0.47960
H -7.31025 -2.92902 -1.64232
```

**SMILES**: O=C1c2ccccc2C(=O)c2c(CCO)cccc21.COCCOC.COCCOC.COCCOC.COCCOC
**HOMO-LUMO gap**: 7.939 eV
**Net charge**: 0

=====

No. 4
Entry from the Open Molecules 2025 dataset: a cluster of 10 separate species, C32H53BN3O18S4 in total (the ωB97M-V functional and the def2-TZVPD basis).

The geometry in XYZ format:
```
111
C32H53BN3O18S4 the ωB97M-V functional and the def2-TZVPD basis
O 2.51210 2.69881 -1.41482
C 1.78927 2.02786 -0.74001
O 1.70244 0.71225 -0.75570
B 0.85119 0.22494 0.37248
O 0.42303 1.45836 1.03333
C 0.96715 2.53125 0.48348
O 0.85409 3.66677 0.82529
O 1.67564 -0.63708 1.23938
C 1.22016 -1.88075 1.19218
O 1.69660 -2.84115 1.71183
C -0.02568 -1.87586 0.26771
O -0.26198 -0.61205 -0.06346
O -0.62978 -2.82962 -0.12730
C 2.58772 -2.04410 -2.28171
C 2.08348 -1.12694 -3.34886
O 0.95384 -1.18808 -3.78156
C 3.04678 -0.07051 -3.83562
H 3.38907 -2.72761 -2.59113
H 1.83109 -2.66118 -1.81104
H 3.13374 -1.46714 -1.52578
H 2.94320 0.76764 -3.13826
H 2.68306 0.31238 -4.78755
H 4.05207 -0.47729 -3.90562
C 4.04231 2.80807 2.80467
C 4.63059 4.14562 3.20835
O 5.69545 4.52243 2.79214
C 3.84993 4.93757 4.23179
H 4.86162 2.16921 2.47698
H 3.43753 3.04935 1.92326
H 3.46749 2.33323 3.59306
H 3.89854 4.48930 5.22153
H 2.80101 5.03826 3.93646
H 4.24197 5.95648 4.24383
C 0.16767 -4.06068 -3.38345
C -0.14333 -5.39833 -2.89048
N -0.38788 -6.41305 -2.41245
H -0.18013 -3.30915 -2.68605
H -0.29730 -3.93545 -4.35845
H 1.24461 -4.03231 -3.53009
C -3.36679 -0.15601 0.62735
C -2.96008 -0.67238 1.92202
N -2.62970 -1.10388 2.92992
H -2.98963 -0.89237 -0.09135
H -2.80781 0.73803 0.34811
H -4.43701 -0.00738 0.54507
C 5.79265 2.56754 -1.71914
C 5.84206 4.02368 -1.63747
N 5.87567 5.16624 -1.57152
H 6.25388 2.16661 -0.81979
H 6.31319 2.23228 -2.61639
H 4.76317 2.23393 -1.83971
C 2.69414 -1.97172 4.72363
C 2.94683 -2.58676 6.09784
C 4.44084 -2.41131 6.27972
S 4.70610 -0.69263 5.86485
O 5.91074 -0.53387 5.10359
O 4.51700 0.08713 7.05762
C 3.26356 -0.55856 4.77624
H 1.65240 -1.98654 4.41740
H 3.29492 -2.53560 4.00886
H 2.63803 -3.63191 6.09828
H 2.39424 -2.08553 6.89356
H 5.06749 -3.10607 5.71899
H 4.82783 -2.56041 7.29415
H 3.63290 -0.12666 3.84983
H 2.57498 0.14669 5.24405
C -5.24986 -6.08876 -1.41860
C -3.81798 -6.28576 -0.91783
C -3.13093 -4.91277 -0.90053
S -3.80903 -4.02535 -2.30082
O -2.93086 -4.06834 -3.44424
O -4.30517 -2.76169 -1.81445
C -5.14235 -5.17296 -2.63977
H -5.87996 -5.60641 -0.66843
H -5.68900 -7.04101 -1.70997
H -3.26252 -6.99532 -1.53794
H -3.79925 -6.71553 0.08538
H -2.05217 -4.90636 -0.81096
H -3.58438 -4.39809 -0.04847
H -4.82485 -5.75756 -3.50514
H -6.04578 -4.65744 -2.95968
C -1.33096 1.02421 -2.75795
C -2.05184 -0.33640 -2.79019
C -3.53670 -0.07667 -2.91396
S -3.65191 1.42853 -3.88183
O -4.34658 2.44538 -3.11786
O -4.14454 1.12894 -5.20399
C -1.89651 1.77332 -3.95447
H -0.25355 0.87988 -2.76756
H -1.58356 1.53558 -1.82130
H -1.74364 -0.93930 -1.93898
H -1.64371 -0.88584 -3.64342
H -4.01734 0.07779 -1.95473
H -4.03466 -0.82441 -3.52163
H -1.72548 2.84480 -4.01271
H -1.53980 1.27171 -4.85591
C -2.41786 3.97609 -0.04565
C -2.18929 5.44187 0.46783
C -3.35517 5.80502 1.35978
S -4.75399 4.84968 0.74534
O -5.66995 5.72397 0.05852
O -5.24998 4.00954 1.80591
C -3.85084 3.90719 -0.50642
H -2.21992 3.28713 0.77771
H -1.65137 3.86736 -0.81249
H -2.19783 6.09587 -0.41082
H -1.18044 5.47458 0.86815
H -3.68295 6.84097 1.34387
H -3.19660 5.48278 2.38949
H -4.11462 4.37890 -1.44899
H -4.26427 2.90090 -0.55837
```

**HOMO-LUMO gap**: 9.597 eV
**Net charge**: -1